1.
# C54H111BeF3O32

A structure of composition C54H111BeF3O32 (ωB97M-V/def2-TZVPD, the Open Molecules 2025 dataset).

Properties
Charge = 0

Each line ends with the Löwdin charge.
Element x y z (Å)
Be (1.739, -2.820, -2.130)  1.06
O (4.494, -5.397, -4.243)  0.15
C (3.688, -4.624, -3.565)  -0.93
O (2.489, -4.770, -3.767)  0.00
O (4.082, -3.833, -2.726)  0.01
H (3.654, -5.707, -4.590)  0.09
O (-0.671, 0.360, -0.382)  0.10
C (0.082, -0.584, -0.969)  -0.85
O (0.423, -0.466, -2.159)  -0.01
O (0.421, -1.611, -0.355)  -0.02
H (-0.539, -0.084, 0.459)  0.06
C (3.526, 4.792, -5.880)  -0.15
O (2.906, 4.166, -4.808)  -0.19
C (1.462, 4.258, -4.910)  -0.15
C (0.803, 3.591, -3.671)  -0.18
O (1.241, 4.250, -2.489)  -0.17
C (0.841, 3.578, -1.327)  -0.10
H (3.433, 5.878, -5.878)  0.08
H (3.094, 4.489, -6.834)  0.09
H (4.603, 4.750, -5.714)  0.09
H (1.191, 3.661, -5.780)  0.11
H (1.043, 5.248, -5.092)  0.13
H (1.069, 2.535, -3.639)  0.10
H (-0.281, 3.692, -3.732)  0.11
H (1.154, 2.533, -1.317)  0.08
H (-0.247, 3.510, -1.325)  0.07
H (1.200, 4.048, -0.411)  0.07
C (-4.589, 2.343, -3.237)  -0.08
O (-3.763, 2.156, -4.350)  -0.19
C (-2.514, 1.667, -3.997)  -0.22
C (-1.809, 1.159, -5.252)  -0.21
O (-1.407, 2.183, -6.112)  -0.19
C (-2.361, 2.506, -7.151)  -0.07
H (-4.205, 3.063, -2.514)  0.07
H (-4.742, 1.352, -2.809)  0.08
H (-5.609, 2.606, -3.515)  0.09
H (-2.500, 0.869, -3.255)  0.11
H (-2.134, 2.547, -3.479)  0.11
H (-2.432, 0.348, -5.631)  0.13
H (-0.870, 0.785, -4.845)  0.12
H (-3.299, 2.789, -6.673)  0.08
H (-2.524, 1.660, -7.819)  0.09
H (-2.037, 3.417, -7.654)  0.08
C (-2.968, 4.537, 6.631)  -0.07
O (-1.908, 3.890, 5.883)  -0.15
C (-1.652, 2.610, 6.352)  -0.23
C (-0.760, 1.849, 5.363)  -0.17
O (0.540, 2.453, 5.186)  -0.22
C (1.354, 2.312, 6.351)  -0.08
H (-3.924, 4.022, 6.533)  0.06
H (-3.120, 5.577, 6.343)  0.09
H (-2.768, 4.528, 7.703)  0.09
H (-2.560, 2.014, 6.449)  0.11
H (-1.138, 2.635, 7.313)  0.11
H (-1.190, 1.841, 4.362)  0.10
H (-0.542, 0.786, 5.466)  0.12
H (0.946, 2.671, 7.296)  0.09
H (2.312, 2.743, 6.058)  0.08
H (1.599, 1.252, 6.409)  0.09
C (-4.047, -1.205, -1.222)  -0.08
O (-5.486, -0.987, -1.320)  -0.19
C (-6.278, -1.622, -2.374)  -0.14
C (-6.485, -3.107, -1.960)  -0.24
O (-5.399, -3.994, -2.003)  -0.20
C (-5.796, -5.337, -2.444)  -0.07
H (-3.819, -2.209, -0.864)  0.06
H (-3.646, -0.568, -0.434)  0.07
H (-3.449, -1.020, -2.114)  0.07
H (-5.941, -1.522, -3.406)  0.12
H (-7.282, -1.208, -2.284)  0.12
H (-7.277, -3.419, -2.641)  0.11
H (-6.962, -3.272, -0.993)  0.13
H (-6.447, -5.805, -1.705)  0.09
H (-4.972, -6.040, -2.321)  0.07
H (-6.102, -5.348, -3.490)  0.09
C (-0.786, -6.543, 6.762)  -0.11
O (-0.610, -5.826, 5.528)  -0.17
C (-0.601, -6.787, 4.469)  -0.21
C (-0.149, -6.216, 3.120)  -0.19
O (-1.215, -5.459, 2.550)  -0.17
C (-0.877, -4.986, 1.276)  -0.11
H (0.145, -6.942, 7.165)  0.08
H (-1.537, -7.332, 6.719)  0.08
H (-1.072, -5.781, 7.488)  0.08
H (-1.593, -7.232, 4.389)  0.13
H (0.072, -7.613, 4.699)  0.12
H (0.198, -7.097, 2.580)  0.13
H (0.680, -5.527, 3.286)  0.12
H (-0.205, -4.137, 1.396)  0.09
H (-1.817, -4.699, 0.804)  0.08
H (-0.408, -5.754, 0.661)  0.08
C (-2.895, 3.408, 0.023)  -0.12
O (-3.529, 4.443, -0.708)  -0.20
C (-3.868, 5.575, 0.180)  -0.17
C (-4.519, 6.684, -0.641)  -0.16
O (-5.284, 7.701, 0.129)  -0.19
C (-4.394, 8.515, 0.866)  -0.13
H (-2.016, 3.775, 0.552)  0.08
H (-2.509, 2.621, -0.625)  0.07
H (-3.499, 3.022, 0.844)  0.08
H (-2.955, 5.969, 0.625)  0.12
H (-4.505, 5.257, 1.005)  0.13
H (-5.197, 6.150, -1.307)  0.12
H (-3.811, 7.223, -1.271)  0.12
H (-3.458, 8.698, 0.338)  0.09
H (-4.237, 8.120, 1.869)  0.08
H (-4.969, 9.421, 1.059)  0.09
C (-0.110, -2.540, -5.406)  -0.06
O (-0.190, -3.030, -4.046)  -0.22
C (-1.463, -3.583, -3.688)  -0.16
C (-1.460, -3.974, -2.180)  -0.22
O (-0.319, -4.647, -1.783)  -0.20
C (-0.202, -6.008, -2.255)  -0.06
H (-0.963, -1.884, -5.580)  0.07
H (-0.095, -3.322, -6.165)  0.09
H (0.782, -1.937, -5.573)  0.08
H (-1.710, -4.408, -4.356)  0.12
H (-2.267, -2.860, -3.822)  0.11
H (-2.387, -4.531, -2.051)  0.12
H (-1.680, -3.124, -1.533)  0.11
H (0.114, -6.052, -3.297)  0.08
H (-1.153, -6.541, -2.260)  0.09
H (0.535, -6.553, -1.666)  0.10
C (-2.608, -2.072, 1.816)  -0.09
O (-3.386, -1.220, 2.653)  -0.16
C (-2.871, 0.074, 2.753)  -0.21
C (-3.857, 1.065, 3.402)  -0.19
O (-4.157, 0.863, 4.771)  -0.18
C (-5.200, 1.680, 5.277)  -0.11
H (-1.853, -2.492, 2.481)  0.09
H (-2.229, -1.593, 0.913)  0.06
H (-3.245, -2.853, 1.398)  0.09
H (-2.638, 0.497, 1.776)  0.11
H (-1.944, -0.099, 3.301)  0.10
H (-4.760, 0.971, 2.799)  0.13
H (-3.504, 2.084, 3.248)  0.11
H (-4.916, 2.733, 5.283)  0.06
H (-5.381, 1.400, 6.315)  0.09
H (-6.139, 1.629, 4.727)  0.09
O (4.856, 4.493, 4.347)  0.12
C (4.037, 4.071, 3.581)  -0.54
O (4.307, 3.219, 2.619)  0.03
C (3.250, 3.170, 1.616)  -0.14
C (2.072, 3.560, 2.429)  -0.15
C (2.659, 4.604, 3.391)  -0.05
H (3.064, 2.161, 1.248)  0.11
H (3.319, 3.841, 0.759)  0.13
H (1.667, 2.665, 2.902)  0.10
H (1.230, 4.039, 1.929)  0.11
H (2.052, 4.630, 4.296)  0.12
H (2.860, 5.607, 3.015)  0.14
O (2.858, -1.254, -3.866)  0.06
C (3.578, -0.462, -4.506)  -0.40
O (4.375, -0.939, -5.494)  0.05
C (5.134, 0.092, -6.052)  -0.19
C (4.238, 1.249, -5.879)  -0.16
C (3.671, 1.041, -4.474)  -0.04
H (5.305, -0.111, -7.109)  0.13
H (6.136, 0.185, -5.633)  0.13
H (3.463, 1.419, -6.627)  0.13
H (4.884, 2.126, -5.836)  0.11
H (2.685, 1.444, -4.239)  0.11
H (4.462, 1.346, -3.789)  0.13
O (3.516, -1.524, -0.768)  0.09
C (4.429, -0.725, -0.684)  -0.48
O (4.234, 0.429, -0.069)  0.03
C (5.342, 1.238, -0.035)  -0.18
C (6.513, 0.292, -0.411)  -0.09
C (5.780, -0.807, -1.243)  -0.04
H (5.480, 1.657, 0.961)  0.11
H (5.295, 2.117, -0.678)  0.13
H (6.968, -0.133, 0.484)  0.12
H (7.232, 0.807, -1.048)  0.11
H (6.173, -1.802, -1.034)  0.13
H (5.743, -0.678, -2.324)  0.13
O (2.400, -4.335, -0.141)  0.09
C (3.200, -4.519, 0.757)  -0.40
O (3.265, -5.713, 1.423)  0.03
C (4.080, -5.716, 2.546)  -0.19
C (4.952, -4.523, 2.314)  -0.15
C (4.283, -3.584, 1.263)  -0.03
H (4.776, -6.555, 2.554)  0.13
H (3.493, -5.543, 3.448)  0.13
H (5.999, -4.759, 2.122)  0.12
H (5.002, -4.062, 3.300)  0.11
H (4.951, -3.188, 0.497)  0.12
H (3.739, -2.766, 1.735)  0.09
C (0.903, -0.287, 3.100)  -0.05
C (2.333, -0.405, 2.729)  -0.22
O (3.166, 0.259, 3.654)  0.01
C (4.512, -0.085, 3.835)  -0.29
O (5.058, -1.006, 3.257)  0.15
C (5.295, 0.797, 4.787)  -0.53
F (6.041, 1.642, 4.055)  0.17
F (4.434, 1.405, 5.620)  0.17
F (6.187, 0.068, 5.474)  0.17
H (0.760, -0.780, 4.062)  0.09
H (0.306, -0.934, 2.457)  0.07
H (0.530, 0.730, 3.217)  0.06
H (2.568, -0.030, 1.733)  0.12
H (2.640, -1.451, 2.743)  0.11

2.
# C2H4NO2P

An isolated molecule of C2H4NO2P (ωB97M-V/def2-TZVPD, the Open Molecules 2025 dataset).

Properties
Energy relative to the best compared isomer or geometry (same formula, charge and spin) = 472.3 kJ/mol
Charge = 0
Structure (SMILES) = C1Cp2on2O1

Each line ends with the Löwdin charge.
Element x y z (Å)
C (-0.678, 0.679, -0.059)  -0.23
C (-0.498, -0.863, 0.198)  -0.30
N (1.656, 0.645, 0.298)  -0.27
O (0.483, 1.325, 0.398)  -0.18
O (1.870, 0.067, -1.048)  -0.32
P (1.381, -1.042, 0.147)  0.97
H (-0.686, 0.693, -1.176)  0.12
H (-1.613, 0.942, 0.529)  0.14
H (-0.903, -1.034, 1.150)  0.06
H (-1.012, -1.412, -0.438)  0.01

Number 1: electronic energy -4845.707162 Ha, gap between HOMO and LUMO 8.197 eV. Number 2: electronic energy -625.051359 Ha, gap between HOMO and LUMO 10.283 eV.